The following is a quantum chemistry calculation of a 2-piece molecular cluster, C6H11NO3S overall at a distorted geometry, from the Open Molecules 2025 dataset.

Last column: Löwdin charge in e.
Positions of all 22 atoms, in Å:
C (-1.2518, 1.1461, 0.0718)  -0.08
C (-0.6426, 0.2337, 1.0466)  -0.12
C (0.0273, 0.4119, -0.0586)  -0.49
C (3.0945, 1.4621, 0.1575)  -0.16
C (-1.3049, -2.1939, -0.6931)  0.06
C (2.2822, 1.3819, -1.1169)  -0.39
N (-2.3993, -2.6655, -0.1294)  -0.37
O (-3.5540, -2.2886, -0.0302)  0.00
O (-2.1075, -3.8189, 0.7189)  0.02
O (0.5369, -0.1087, -2.5260)  -0.52
S (1.1870, -0.1774, -1.2300)  0.87
H (-2.0962, 0.8670, -0.6270)  0.13
H (-1.2673, 2.3180, 0.3526)  0.17
H (-0.8171, -0.3413, 2.0477)  0.15
H (3.9257, 0.7955, -0.0392)  0.06
H (3.5616, 2.5403, 0.0462)  0.12
H (2.5252, 1.2728, 1.0757)  0.07
H (-1.4591, -1.3205, -1.3044)  0.07
H (-0.3956, -2.8516, -0.4459)  0.14
H (2.7920, 1.5938, -2.0727)  0.09
H (1.6059, 2.2430, -0.9173)  0.08
H (-2.9845, -4.1828, 0.8766)  0.10

- electronic energy (Eh) = -913.44433
- HOMO-LUMO gap (alpha / beta) (eV) = 6.761 / 6.318
- ⟨S²⟩ = 2.01
- relative energy (zero: lowest compared OMol25 entry of this formula, charge and spin) (kcal/mol) = 173.1
- F_max (eV Å⁻¹) = 10.866
- E_LUMO (alpha / beta) (eV) = 0.7 / -2.7
- highest occupied orbital energy (alpha / beta) (eV) = -6.0 / -9.1
- 2S+1 = 3


The following is a quantum chemistry calculation of a 2-piece molecular cluster, C2BrO4 overall at a distorted geometry, from the Open Molecules 2025 dataset.

Last column: Löwdin charge in e.
Positions of all 7 atoms, in Å:
C (1.4319, -1.0383, -0.1485)  -0.56
C (-0.5783, 0.4850, 0.2501)  -0.67
O (1.9773, -0.9533, 0.8565)  0.16
O (1.0277, -1.3233, -1.1723)  0.17
O (-0.9777, 1.6316, 0.9191)  -0.18
O (-0.5174, 1.6890, -0.4068)  -0.16
Br (-2.3636, -0.4907, -0.2981)  0.24

- electronic energy (Eh) = -2951.11989
- HOMO-LUMO gap (eV) = 7.408
- relative energy (zero: lowest compared OMol25 entry of this formula, charge and spin) (kcal/mol) = 145.4
- F_max (eV Å⁻¹) = 3.124
- E_LUMO (eV) = 3.7
- charge = -1
- highest occupied orbital energy (eV) = -3.7
- 2S+1 = 1


The following is a quantum chemistry calculation of C26H44ClFeN5OSi as an isolated structure at a distorted geometry, from the Open Molecules 2025 dataset.

Last column: Löwdin charge in e.
Positions of all 79 atoms, in Å:
Fe (0.0943, -1.4459, -0.7338)  0.69
C (1.5384, -0.0808, -1.3852)  -0.22
C (2.7664, -0.8469, -1.4568)  -0.37
C (3.5171, -0.9125, -0.2604)  -0.07
C (4.6878, -1.6593, -0.2425)  -0.04
C (5.1655, -2.2723, -1.4359)  -0.26
C (4.3636, -2.2514, -2.6112)  -0.03
C (3.2210, -1.4572, -2.6228)  -0.06
C (6.4353, -2.9124, -1.3814)  -0.22
N (7.4511, -3.4550, -1.1979)  0.12
H (1.1480, 0.3146, -2.3824)  0.06
H (1.6187, 0.7401, -0.6516)  0.04
H (3.1498, -0.3745, 0.6459)  0.11
H (5.3365, -1.6799, 0.6271)  0.11
H (4.7127, -2.8565, -3.4353)  0.11
H (2.7052, -1.3093, -3.5457)  0.10
N (-1.1537, 5.7320, -2.9266)  0.17
C (-0.5158, 6.1433, -1.6294)  -0.17
C (-0.6971, 5.1302, -0.5130)  -0.29
N (-0.3900, 5.7208, 0.7885)  0.03
H (-0.8836, 6.4123, -3.7065)  0.20
H (-2.1788, 5.7237, -2.7646)  0.17
H (-0.8965, 4.7882, -3.2501)  0.15
H (-0.9870, 7.0945, -1.4371)  0.13
H (0.5104, 6.3372, -1.8948)  0.13
H (-0.0732, 4.2080, -0.7864)  0.13
H (-1.7789, 4.8014, -0.4760)  0.11
H (-0.2113, 5.0275, 1.4912)  0.05
H (0.4866, 6.1427, 0.7650)  0.05
Cl (-2.2730, 2.2430, -1.9131)  0.63
C (-2.7333, 0.7984, -2.8046)  -0.59
C (-3.5749, 0.9218, -3.8831)  -0.15
C (-3.7227, -0.1304, -4.8187)  -0.12
C (-3.1455, -1.3746, -4.5948)  -0.11
C (-2.4079, -1.5669, -3.4363)  -0.06
C (-2.2705, -0.5435, -2.4633)  -0.31
C (-1.8158, -0.8062, -1.1351)  -0.23
H (-3.9853, 1.8886, -4.0930)  0.08
H (-4.2832, 0.1116, -5.7199)  0.09
H (-3.2595, -2.1423, -5.3707)  0.11
H (-1.9269, -2.5433, -3.2434)  0.10
H (-2.2480, -1.6967, -0.7202)  0.02
H (-1.7712, 0.0715, -0.4740)  0.03
C (0.0407, -5.6312, 1.4850)  -0.19
Si (-0.7226, -4.2191, 0.4723)  0.44
C (-0.7227, -4.8474, -1.3225)  -0.19
C (-2.5938, -3.9063, 0.9746)  -0.19
C (0.1150, -2.6018, 0.8422)  -0.38
H (-0.5990, -6.5083, 1.4252)  0.02
H (0.1679, -5.2815, 2.4684)  0.00
H (1.0059, -5.8125, 1.0400)  0.02
H (-1.5985, -4.5001, -1.8491)  0.00
H (-0.7796, -5.9143, -1.3577)  0.01
H (0.2138, -4.4848, -1.8190)  0.04
H (-3.1878, -4.6202, 0.4286)  0.00
H (-2.9594, -2.8581, 0.8367)  0.02
H (-2.7015, -4.0038, 2.0680)  0.02
H (-0.1295, -2.2164, 1.7880)  -0.05
H (1.2009, -2.7924, 0.7641)  -0.01
C (-2.2938, 1.7249, 2.9489)  -0.03
N (-1.0045, 1.2121, 3.4612)  -0.13
C (-1.1184, 0.2564, 4.5270)  -0.07
C (0.1786, 1.8450, 3.0628)  -0.43
O (0.1770, 2.8420, 2.2793)  -0.03
N (1.3621, 1.3892, 3.6458)  -0.17
C (1.7388, 0.0103, 3.8180)  -0.07
C (2.3519, 2.3836, 4.0507)  -0.06
H (-2.6623, 2.3933, 3.6801)  0.07
H (-2.9508, 0.8716, 2.9218)  0.08
H (-2.1848, 2.1952, 1.9645)  0.08
H (-2.0569, 0.4938, 5.0435)  0.09
H (-0.3186, 0.3748, 5.2810)  0.09
H (-1.1568, -0.7759, 4.2640)  0.08
H (1.2662, -0.6270, 3.0448)  0.09
H (1.5755, -0.3840, 4.8095)  0.07
H (2.8083, -0.0024, 3.5647)  0.09
H (3.3314, 2.0974, 3.6202)  0.09
H (2.4085, 2.4916, 5.1609)  0.09
H (2.0740, 3.3732, 3.6864)  0.08

- electronic energy (Eh) = -3379.31019
- HOMO-LUMO gap (alpha / beta) (eV) = 3.721 / 4.688
- ⟨S²⟩ = 6.02
- relative energy (zero: lowest compared OMol25 entry of this formula, charge and spin) (kcal/mol) = 2.1
- F_max (eV Å⁻¹) = 2.609
- E_LUMO (alpha / beta) (eV) = -1.7 / -1.7
- highest occupied orbital energy (alpha / beta) (eV) = -5.4 / -6.4
- 2S+1 = 5


The following is a quantum chemistry calculation of C4H10AlBrCl2F4INNaO2P as an isolated structure at a distorted geometry, from the Open Molecules 2025 dataset.

Last column: Löwdin charge in e.
Positions of all 28 atoms, in Å:
O (-3.5373, 0.9710, -1.7638)  -0.11
C (-2.8394, 0.1001, -2.1279)  -0.59
F (-1.9924, 0.2913, -3.1854)  -0.13
C (-2.7410, -1.2575, -1.4903)  -0.29
P (-2.2620, -0.9370, 0.2438)  0.62
I (-0.0490, -1.7651, 0.5120)  0.70
H (-3.6736, -1.8038, -1.5988)  0.11
H (-1.9612, -1.8229, -1.9891)  0.07
H (-3.1589, -1.4583, 1.1844)  0.00
H (-2.1710, 0.4444, 0.4363)  0.01
Cl (-5.3723, 2.2080, -2.7548)  -0.28
C (2.3805, -0.0898, 3.2033)  -0.21
C (2.8088, -1.4669, 3.0988)  -0.30
N (3.0123, -2.5939, 2.9226)  0.14
H (1.8623, 0.2385, 2.2970)  0.04
H (1.6590, 0.0416, 4.0372)  -0.17
H (3.2315, 0.5765, 3.3798)  0.07
F (-5.2642, 4.3438, -4.7610)  -0.81
O (4.5687, 0.7790, 0.8264)  0.32
H (5.0583, 0.0015, 1.1885)  0.20
H (3.9042, 0.4996, 0.1523)  0.20
H (5.1791, 1.4598, 0.4700)  0.20
Al (1.3170, 0.3798, 6.0163)  1.07
F (2.4129, -4.7259, 3.1464)  -0.77
Cl (-0.2393, 1.3034, -4.4201)  0.03
Br (1.6861, 0.7766, -5.6031)  0.10
F (-0.2272, 0.2450, 2.2335)  -0.83
Na (-3.5917, 3.2610, -5.6541)  0.64

- electronic energy (Eh) = -5300.74536
- HOMO-LUMO gap (eV) = 1.433
- F_max (eV Å⁻¹) = 2.944
- E_LUMO (eV) = -3.6
- highest occupied orbital energy (eV) = -5.0
- 2S+1 = 1